Record 1
Density functional theory data (ωB97M-V/def2-TZVPD) for a 2-piece molecular cluster, C4H8N2O overall.

Calculated values
E = -341.824891 a.u.
lowest unoccupied orbital energy = 0.35 eV

```
! RIJCOSX wB97M-V def2-TZVPD def2/J DEFGRID3
* xyz 0 1
N 1.59212 -0.12450 -1.49700
C 1.83139 -0.17909 -0.14215
O 2.92016 -0.48435 0.31852
C 0.70547 0.18194 0.73118
N -0.47600 0.47558 0.26341
C -1.77860 0.96183 0.70433
C -1.38654 0.61446 -0.67762
H 2.31115 -0.54991 -2.06371
H 0.64973 -0.19204 -1.85085
H -0.59393 -2.33421 0.06704
H 0.84550 0.16500 1.80306
H -2.38561 0.26341 1.28260
H -1.75726 1.98511 1.09028
H -1.10353 -2.01577 -0.37730
H -1.32673 1.10682 -1.63770
*
```



Record 2
Density functional theory data (ωB97M-V/def2-TZVPD) for one molecule with the formula C4H8N2O at a distorted geometry.

Calculated values
E = -341.881146 a.u.
lowest unoccupied orbital energy = 0.84 eV
SMILES = NC(=O)CN1CC1

```
! RIJCOSX wB97M-V def2-TZVPD def2/J DEFGRID3
* xyz 0 1
N 0.28081 -2.22691 0.67199
C -0.92893 -1.52466 0.43354
O -1.98616 -2.00488 0.13763
C -0.64116 0.02961 0.80307
N 0.54069 0.35218 0.00800
C 0.85272 1.69486 -0.43850
C 0.26040 0.69926 -1.36905
H 0.33334 -1.64694 1.52511
H 0.99242 -1.69834 0.15217
H -1.54111 0.60255 0.57265
H -0.37884 0.25848 1.86102
H 0.23020 2.52562 -0.11314
H 1.91786 1.91535 -0.50508
H -0.79140 0.83280 -1.62024
H 0.85915 0.19102 -2.11917
*
```



Record 3
Density functional theory data (ωB97M-V/def2-TZVPD) for a 2-piece molecular cluster, C4H8N2O overall at a distorted geometry.

Calculated values
E = -341.902778 a.u.
lowest unoccupied orbital energy = 0.17 eV
SMILES = [H]/N=C(/C#N)CC.O

```
! RIJCOSX wB97M-V def2-TZVPD def2/J DEFGRID3
* xyz 0 1
H 0.30589 -1.14498 -1.00173
N 0.72333 -0.35778 -1.32422
C 0.25741 0.53133 -0.62435
C 0.55541 1.91834 -0.77098
N 0.71320 3.04033 -0.60687
C -0.43361 0.17965 0.72822
C -1.92979 0.38246 0.44444
H -0.18945 0.94129 1.48840
H -0.24438 -0.78480 1.01113
H -2.10415 -0.25048 -0.37713
H -2.32720 1.38188 0.08647
H -2.51929 0.06861 1.28950
O 2.13744 -2.24521 -0.01528
H 2.15858 -1.71807 -0.80612
H 2.89660 -1.94257 0.47853
*
```



Record 4
Density functional theory data (ωB97M-V/def2-TZVPD) for one molecule with the formula C4H8N2O.

Calculated values
E = -341.875505 a.u.
lowest unoccupied orbital energy = 0.92 eV

```
! RIJCOSX wB97M-V def2-TZVPD def2/J DEFGRID3
* xyz 0 1
C -1.56508 -1.47239 -0.40113
C -0.40949 -0.53755 -0.71164
C -0.71340 0.89220 -0.61029
N 0.07651 0.32840 0.52970
C 1.50367 0.59033 0.66609
O 1.95403 0.89247 1.74893
N 2.13583 0.47797 -0.51558
H -2.53800 -1.03681 -0.67702
H -1.45012 -2.39655 -0.97226
H -1.61792 -1.77556 0.65139
H -0.16260 1.62774 -1.20103
H -1.70152 1.24515 -0.28367
H -0.36584 0.44196 1.44275
H 1.61562 -0.08796 -1.20065
H 3.14262 0.47172 -0.47966
*
```



Record 5
Density functional theory data (ωB97M-V/def2-TZVPD) for one molecule with the formula C4H8N2O at a distorted geometry.

Calculated values
E = -341.809974 a.u.
lowest unoccupied orbital energy (alpha / beta) = -0.40 / -0.46 eV

```
! RIJCOSX wB97M-V def2-TZVPD def2/J DEFGRID3
* xyz 0 1
C -0.39425 1.43102 0.05293
C -0.07299 1.41356 1.47144
C -0.28970 -0.06816 -0.24615
N -1.42967 -0.85598 -0.40821
N 1.22414 -1.84956 -0.85596
C 0.96261 -0.56345 -0.47129
O 0.61855 2.24137 -0.31382
H -1.42982 1.76284 -0.16841
H -1.45192 -1.72365 0.10999
H -2.29929 -0.35064 -0.31900
H 0.46458 -2.36454 -1.27991
H 2.12817 -2.03690 -1.25925
H -0.77880 1.64320 2.26862
H 0.94876 1.21270 1.76051
H 1.79965 0.10818 -0.34150
*
```



Record 6
Density functional theory data (ωB97M-V/def2-TZVPD) for one molecule with the formula C4H8N2O at a distorted geometry.

Calculated values
E = -341.912901 a.u.
lowest unoccupied orbital energy = 0.79 eV
SMILES = N#C[C@@H](N)CCO

```
! RIJCOSX wB97M-V def2-TZVPD def2/J DEFGRID3
* xyz 0 1
N -0.86871 2.33837 0.07210
C -0.98175 1.20150 0.25469
C -0.97842 -0.22303 0.40167
N -2.37376 -0.60412 0.05104
C 0.37039 -0.62043 -0.57751
C 1.62644 0.27403 -0.47687
O 2.14310 0.16793 0.83758
H -0.77428 -0.46268 1.46030
H -2.37860 -1.60744 0.08480
H -3.04708 -0.27882 0.76816
H 0.07210 -0.58229 -1.63951
H 0.76025 -1.61913 -0.32934
H 1.39007 1.32642 -0.74748
H 2.30166 -0.24230 -1.21441
H 2.72968 0.90703 1.03719
*
```



Record 7
Density functional theory data (ωB97M-V/def2-TZVPD) for a 2-piece molecular cluster, C4H8N2O overall.

Calculated values
E = -341.798399 a.u.
lowest unoccupied orbital energy (alpha / beta) = 0.67 / 0.66 eV

```
! RIJCOSX wB97M-V def2-TZVPD def2/J DEFGRID3
* xyz 0 1
N -2.10071 1.26093 0.10685
C -0.72925 1.18162 0.03444
O 0.00705 2.06119 0.44944
C 0.30041 -0.73828 1.37125
N 0.71234 -1.14866 0.19870
C 1.77814 -0.65617 -0.66444
C 0.43318 -1.05691 -1.12540
H -2.45344 2.20750 0.08225
H -2.62003 0.58621 -0.43778
H 1.01270 -0.22071 2.00369
H -0.63684 -1.08102 1.79385
H 2.00629 0.40349 -0.50696
H 2.62829 -1.32225 -0.80343
H -0.40596 0.30778 -0.67202
H 0.06783 -1.78472 -1.83045
*
```



Record 8
Density functional theory data (ωB97M-V/def2-TZVPD) for a 2-piece molecular cluster, C4H8N2O overall at a distorted geometry.

Calculated values
E = -341.833157 a.u.
lowest unoccupied orbital energy (alpha / beta) = 0.26 / 0.26 eV

```
! RIJCOSX wB97M-V def2-TZVPD def2/J DEFGRID3
* xyz 0 1
C 1.18371 2.07347 -0.01249
C 0.77396 0.72459 0.52257
O -0.02867 0.61054 1.43813
C -0.55600 -1.37695 -0.59928
N -1.77165 -1.09844 0.27489
C 1.42759 -0.41500 -0.14543
N 2.39868 -0.95677 -0.53056
H 2.27640 2.15390 -0.02780
H 0.74226 2.86510 0.59665
H 0.84251 2.16201 -1.05077
H -1.41329 -0.56902 1.09013
H -0.20698 -2.37382 -0.32156
H -0.89460 -1.38177 -1.63917
H -2.29210 -1.91723 0.60470
H -2.43296 -0.48784 -0.20441
*
```



Record 9
Density functional theory data (ωB97M-V/def2-TZVPD) for one molecule with the formula C4H8N2O.

Calculated values
E = -341.818381 a.u.
lowest unoccupied orbital energy = 0.97 eV

```
! RIJCOSX wB97M-V def2-TZVPD def2/J DEFGRID3
* xyz 0 1
C -0.12606 0.73877 1.38708
C 0.12683 -0.10491 0.16092
C 1.45950 -0.03304 -0.50068
N 1.13842 -1.22968 0.23099
C -1.16312 0.19339 -1.14477
O -1.18799 1.31931 -1.52746
N -1.69798 -0.99126 -1.19874
H 0.79958 0.89763 1.95548
H -0.51169 1.72117 1.09496
H -0.85692 0.26651 2.05204
H 1.54056 -0.15095 -1.57894
H 2.15909 0.68066 -0.06561
H 1.54866 -1.20696 1.16390
H -0.75084 -0.98998 -0.18614
H -2.47804 -1.11065 -1.84302
*
```



Record 10
Density functional theory data (ωB97M-V/def2-TZVPD) for C4H8N2O as an isolated structure at a distorted geometry.

Calculated values
E = -341.787222 a.u.
lowest unoccupied orbital energy = -0.19 eV

```
! RIJCOSX wB97M-V def2-TZVPD def2/J DEFGRID3
* xyz 0 1
C 1.91596 0.11417 0.29462
C 0.92120 -0.49663 -0.65204
O 0.13602 -1.55361 -0.00541
C -1.03660 -0.85968 -0.22641
N -2.20668 -1.00783 0.18663
C -0.37196 0.25780 -0.88317
N -1.12603 1.30286 0.61819
H 1.39085 0.48186 1.17618
H 2.44244 0.94580 -0.17771
H 2.65224 -0.62997 0.60125
H 1.40625 -0.89969 -1.55090
H -2.25718 -1.80448 0.81061
H -0.67459 0.78210 -1.78324
H -1.86814 1.63426 0.04900
H -1.32377 1.73305 1.54239
*
```



Record 11
Density functional theory data (ωB97M-V/def2-TZVPD) for one molecule with the formula C4H8N2O at a distorted geometry.

Calculated values
E = -341.777825 a.u.
lowest unoccupied orbital energy (alpha / beta) = 0.65 / 0.65 eV

```
! RIJCOSX wB97M-V def2-TZVPD def2/J DEFGRID3
* xyz 0 1
C -0.96378 -0.57451 -1.44106
C -0.20823 -0.70338 1.01462
C 0.26704 0.11789 -1.95864
C 0.02652 0.65600 1.71977
N -1.09862 -0.86145 -0.10272
N -1.45809 -1.34340 1.24558
O 1.24418 1.34837 1.18538
H -1.92636 -0.72643 -2.05043
H 0.62876 -1.35433 1.15042
H 0.86962 0.71875 -1.15939
H 0.14101 0.61148 -2.93461
H 0.99799 -0.59154 -2.16832
H 0.13744 0.45586 2.80886
H -0.69855 1.42441 1.58550
H 2.04107 0.82228 1.10505
*
```



Record 12
Density functional theory data (ωB97M-V/def2-TZVPD) for one molecule with the formula C4H8N2O at a distorted geometry.

Calculated values
E = -341.843048 a.u.
lowest unoccupied orbital energy = 1.05 eV
SMILES = N[C@@H]1C=CCNO1

```
! RIJCOSX wB97M-V def2-TZVPD def2/J DEFGRID3
* xyz 0 1
N 2.21648 -0.73979 0.18752
C 1.03789 -0.60772 0.98755
C -0.01475 -0.47198 -0.04513
C -0.73863 0.69579 -0.12309
C -0.47648 1.85653 0.84224
N 0.98579 1.79500 0.99017
O 1.25324 0.63871 1.70976
H 1.96428 -0.30012 -0.76558
H 2.99807 -0.17012 0.63668
H 0.85570 -1.41534 1.72014
H -0.30819 -1.29231 -0.66402
H -1.49469 0.80973 -0.92187
H -0.69664 2.81717 0.29026
H -1.07780 1.68847 1.72100
H 1.43339 2.63364 1.37205
*
```



Record 13
Density functional theory data (ωB97M-V/def2-TZVPD) for one molecule with the formula C4H8N2O at a distorted geometry.

Calculated values
E = -341.783975 a.u.
lowest unoccupied orbital energy (alpha / beta) = 0.62 / -0.18 eV

```
! RIJCOSX wB97M-V def2-TZVPD def2/J DEFGRID3
* xyz 0 1
C 0.00336 0.64742 -0.00908
C -0.40996 1.72857 0.76516
C -1.04175 -0.35417 -0.23193
C 1.32626 0.53515 -0.43313
N -0.53957 -1.68262 0.18060
N -0.43925 -2.83363 -0.46844
O 2.06846 1.66269 -0.22497
H 0.02355 2.67456 0.86670
H -1.24649 1.72770 1.44722
H -1.95600 -0.21722 0.26951
H -1.38442 -0.54938 -1.34128
H 1.79437 -0.35418 -0.65955
H 0.03528 -1.47786 0.98323
H -1.18125 -2.80245 -1.18948
H 2.94740 1.29542 0.04546
*
```



Record 14
Density functional theory data (ωB97M-V/def2-TZVPD) for C4H8N2O as an isolated structure at a distorted geometry.

Calculated values
E = -341.801666 a.u.
lowest unoccupied orbital energy = 0.79 eV

```
! RIJCOSX wB97M-V def2-TZVPD def2/J DEFGRID3
* xyz 0 1
C 0.51614 1.44260 -1.20951
N -1.43283 -0.50133 0.24253
C 0.74491 0.68071 0.05328
C -0.15850 -0.86891 0.18118
C 0.53994 -1.97795 0.03120
O -1.78228 0.30036 1.34944
N 1.48572 1.07741 0.97351
H -2.35840 0.98190 0.97498
H 1.45138 0.52054 1.82776
H -1.98822 -1.66130 0.36923
H 1.29522 2.19539 -1.33073
H -0.46445 1.91732 -1.17389
H 0.52256 0.75832 -2.05739
H 1.59109 -1.93278 -0.20487
H 0.03770 -2.93226 -0.02674
*
```



Record 15
Density functional theory data (ωB97M-V/def2-TZVPD) for one molecule with the formula C4H8N2O at a distorted geometry.

Calculated values
E = -341.920679 a.u.
lowest unoccupied orbital energy = 0.83 eV
SMILES = [H]/N=C1\NC[C@@]1(C)O

```
! RIJCOSX wB97M-V def2-TZVPD def2/J DEFGRID3
* xyz 0 1
H 2.57411 1.18122 0.10335
N 1.66902 1.60720 0.30358
C 0.98064 0.58183 0.05103
N 1.39749 -0.70392 -0.42164
C 0.00302 -1.09873 -0.61778
C -0.42720 0.05695 0.32045
C -1.67080 0.81569 -0.05382
O -0.54969 -0.28957 1.68252
H 2.05582 -0.86292 -1.18338
H -0.33188 -0.89264 -1.64059
H -0.23849 -2.11638 -0.31735
H -1.78102 1.69625 0.58234
H -2.52874 0.15449 0.11111
H -1.64783 1.11946 -1.10325
H 0.27701 -0.70217 1.97018
*
```



Record 16
Density functional theory data (ωB97M-V/def2-TZVPD) for one molecule with the formula C4H8N2O at a distorted geometry.

Calculated values
E = -341.833597 a.u.
lowest unoccupied orbital energy (alpha / beta) = -0.24 / 0.09 eV
SMILES = C/N=C(\C)C(N)=O

```
! RIJCOSX wB97M-V def2-TZVPD def2/J DEFGRID3
* xyz 0 1
C -0.56100 1.07883 -1.42199
N -0.64743 -0.18293 -0.68991
C -0.15857 -0.19131 0.59884
C -0.08529 0.96103 1.54065
C 0.48384 -1.45869 0.76005
N 0.48984 -1.86332 -0.68270
O 1.19212 -1.96745 1.60796
H -1.23287 1.79785 -0.94182
H 0.44781 1.50595 -1.44820
H -0.94330 0.93280 -2.43361
H 0.39982 0.63821 2.46358
H 0.51002 1.78669 1.13690
H -1.08328 1.34356 1.77843
H 1.39197 -1.91854 -1.14014
H -0.20368 -2.46268 -1.12804
*
```



| no. | molecular weight (g/mol) |
| --- | --- |
| 1 | 100.121 |
| 2 | 100.121 |
| 3 | 100.121 |
| 4 | 100.121 |
| 5 | 100.121 |
| 6 | 100.121 |
| 7 | 100.121 |
| 8 | 100.121 |
| 9 | 100.121 |
| 10 | 100.121 |
| 11 | 100.121 |
| 12 | 100.121 |
| 13 | 100.121 |
| 14 | 100.121 |
| 15 | 100.121 |
| 16 | 100.121 |